# 1
Computed, not measured: 6 unconnected molecules or ions with the total composition C3H18NO7 at a distorted geometry, with ωB97M-V with the def2-TZVPD basis set.

Geometry (Å):
1 C 0.546 -2.121 0.494
2 C 1.134 -1.471 1.721
3 O 2.131 -0.475 1.643
4 N -0.225 -1.320 -0.498
5 C 0.381 -0.072 -0.986
6 O 0.437 0.983 -0.046
7 H -0.134 -2.922 0.801
8 H 1.279 -2.621 -0.156
9 H 0.264 -0.965 2.194
10 H 1.370 -2.157 2.543
11 H 1.638 0.250 1.137
12 H -1.160 -1.159 -0.129
13 H 1.416 -0.295 -1.176
14 H -0.332 0.210 -1.766
15 H -2.878 0.584 1.530
16 H -3.017 -0.168 0.202
17 O -3.409 -0.075 1.074
18 H 1.615 2.325 -0.445
19 H 1.077 3.701 -0.765
20 O 1.801 3.112 -1.021
21 H -3.151 -0.789 -2.025
22 H -3.855 0.422 -1.364
23 O -3.942 -0.252 -2.019
24 H 3.758 0.430 -0.509
25 H 3.556 -0.883 0.160
26 O 3.987 -0.496 -0.614
27 H -1.561 2.767 -0.331
28 H -0.922 1.431 0.117
29 O -1.802 2.026 0.236

Output
Relative energy (zero: lowest compared OMol25 entry of this formula, charge and spin) ... 0.00 kJ/mol
HOMO ... -5.2585 eV
Multiplicity ... 1
Electronic energy ... -706.56969 Ha
Lowest unoccupied orbital energy ... 3.43 eV
Net charge ... -1



# 2
Computed, not measured: 7 unconnected molecules or ions with the total composition C3H18NO8 at a distorted geometry, with ωB97M-V with the def2-TZVPD basis set.

Geometry (Å):
1 O 0.144 1.521 -0.143
2 C 0.922 0.948 0.616
3 N 0.473 -0.084 1.497
4 C -0.798 -0.817 0.974
5 O -0.495 -1.948 0.280
6 C 2.319 1.345 0.729
7 H 1.257 -0.639 1.851
8 H -1.370 -0.163 0.328
9 H -1.413 -1.042 1.977
10 H 2.606 1.558 1.822
11 H 2.965 0.502 0.432
12 H 2.514 2.105 -0.014
13 H -2.129 2.475 0.109
14 H -1.810 1.110 0.716
15 O -2.396 1.890 0.754
16 H 1.148 -2.248 -0.126
17 H 1.957 -3.258 0.938
18 O 2.104 -2.715 0.134
19 H 1.019 1.607 -2.380
20 H 1.034 0.975 -3.600
21 O 1.168 1.774 -3.242
22 H -1.288 -2.262 -1.160
23 H -2.234 -1.160 -1.911
24 O -2.079 -2.148 -1.857
25 H 0.079 -0.804 -1.541
26 H 0.502 -1.827 -2.593
27 O 0.650 -0.899 -2.310
28 H -2.199 1.721 2.543
29 H -0.806 1.035 2.978
30 O -1.572 1.530 3.288

Output
Relative energy (zero: lowest compared OMol25 entry of this formula, charge and spin) ... 263.31 kJ/mol
HOMO ... -5.5360 eV
Multiplicity ... 1
Electronic energy ... -781.81918 Ha
Lowest unoccupied orbital energy ... 3.26 eV
Net charge ... -1



# 3
Computed, not measured: 6 unconnected molecules or ions with the total composition C3H18O6 at a distorted geometry, with ωB97M-V with the def2-TZVPD basis set.

Geometry (Å):
1 C -2.506 3.077 -0.601
2 C -1.645 1.758 -0.526
3 C -1.527 1.196 0.903
4 O -2.124 0.696 -1.326
5 H -1.998 3.757 0.104
6 H -3.567 2.830 -0.274
7 H -2.533 3.540 -1.553
8 H -0.602 2.043 -0.898
9 H -1.262 0.156 0.846
10 H -2.458 1.188 1.442
11 H -0.802 1.784 1.450
12 H -2.324 1.044 -2.200
13 O 1.420 0.309 -1.549
14 H 0.762 -0.347 -1.223
15 H 1.756 0.778 -0.785
16 O 0.546 -1.345 1.831
17 H 1.349 -1.943 1.898
18 H 0.900 -0.497 2.098
19 O 2.897 -2.287 -0.631
20 H 2.743 -1.374 -0.904
21 H 2.801 -2.816 -1.426
22 O 2.717 -3.211 2.021
23 H 2.899 -3.261 1.036
24 H 3.360 -2.541 2.354
25 O -0.047 -1.703 -0.965
26 H 0.173 -1.646 -0.018
27 H -0.927 -1.183 -1.102

Output
Relative energy (zero: lowest compared OMol25 entry of this formula, charge and spin) ... 27.42 kJ/mol
SMILES string ... CC(C)O.O.O.O.O.O
HOMO ... -10.3519 eV
Multiplicity ... 1
Electronic energy ... -576.53420 Ha
Lowest unoccupied orbital energy ... 0.43 eV



# 4
Computed, not measured: a molecular structure, C3H19O8Zr at a distorted geometry, with ωB97M-V with the def2-TZVPD basis set.

Geometry (Å):
1 Zr -4.731 28.505 18.607
2 C -7.148 28.827 16.220
3 O -6.109 28.388 17.022
4 H -7.424 28.042 15.513
5 H -8.036 29.103 16.810
6 H -6.893 29.762 15.692
7 C -3.300 26.592 21.111
8 O -3.817 27.427 20.138
9 H -3.341 27.070 22.099
10 H -3.846 25.638 21.190
11 H -2.248 26.334 20.922
12 C -6.630 30.633 20.489
13 O -5.767 29.881 19.751
14 H -7.262 31.295 19.881
15 H -7.314 30.003 21.082
16 H -6.091 31.258 21.217
17 O -4.574 26.298 17.822
18 H -4.454 26.062 16.895
19 H -4.911 25.517 18.271
20 O -2.996 28.344 17.176
21 H -2.216 27.775 17.140
22 H -3.026 28.845 16.351
23 O -6.516 27.324 19.561
24 H -7.328 27.186 19.059
25 H -6.539 26.744 20.329
26 O -3.083 29.945 19.449
27 H -2.138 30.035 19.283
28 H -3.304 30.517 20.195
29 O -4.534 30.505 17.341
30 H -3.668 30.923 17.274
31 H -5.082 30.883 16.642

Output
Relative energy (zero: lowest compared OMol25 entry of this formula, charge and spin) ... 0.00 kJ/mol
HOMO ... -11.8447 eV
Multiplicity ... 1
Electronic energy ... -774.57843 Ha
Lowest unoccupied orbital energy ... -3.38 eV
Net charge ... +1



# 5
Computed, not measured: 7 unconnected molecules or ions with the total composition C3H20N2O7S at a distorted geometry, with ωB97M-V with the def2-TZVPD basis set.

Geometry (Å):
1 N -0.195 -0.645 -2.132
2 C -0.939 -0.428 -1.015
3 O -1.712 0.522 -0.989
4 C -0.724 -1.492 0.051
5 N -0.335 -0.556 1.173
6 C -2.042 -2.175 0.372
7 S -1.694 -3.840 1.120
8 H 0.496 -1.374 -2.210
9 H -0.389 -0.087 -2.955
10 H 0.132 -2.138 -0.085
11 H -1.119 -0.013 1.531
12 H -0.060 -1.072 2.007
13 H -2.508 -2.550 -0.544
14 H -2.767 -1.556 0.892
15 H -0.886 -3.533 2.143
16 O -2.839 1.183 1.419
17 H -2.591 1.080 0.483
18 H -3.545 1.829 1.520
19 O -0.358 2.807 -0.794
20 H -1.112 2.184 -0.787
21 H -0.097 2.784 -1.720
22 O 1.568 1.089 0.087
23 H 1.190 1.991 0.155
24 H 0.882 0.557 0.555
25 O 3.136 1.811 2.360
26 H 2.532 1.626 1.615
27 H 3.227 1.013 2.877
28 O 1.657 1.591 -2.649
29 H 1.514 1.318 -1.713
30 H 2.231 2.363 -2.599
31 O 2.150 -1.537 0.151
32 H 2.918 -2.079 -0.051
33 H 2.280 -0.672 -0.267

Output
Relative energy (zero: lowest compared OMol25 entry of this formula, charge and spin) ... 15.32 kJ/mol
SMILES string ... NC(=O)[C@@H](N)CS.O.O.O.O.O.O
HOMO ... -9.5213 eV
Multiplicity ... 1
Electronic energy ... -1160.71465 Ha
Lowest unoccupied orbital energy ... 0.36 eV



# 6
Computed, not measured: 7 unconnected molecules or ions with the total composition C3H20NO8 at a distorted geometry, with ωB97M-V with the def2-TZVPD basis set.

Geometry (Å):
1 C -1.674 -0.257 0.118
2 C -2.615 -1.509 -0.190
3 O -2.540 -2.028 -1.494
4 N -0.303 -0.782 0.399
5 C 0.572 0.332 0.552
6 O 0.599 1.203 -0.544
7 H -2.108 0.099 1.065
8 H -1.818 0.613 -0.480
9 H -2.451 -2.425 0.537
10 H -3.687 -1.071 0.037
11 H -1.608 -1.933 -1.732
12 H -0.018 -1.390 -0.319
13 H 0.181 0.956 1.417
14 H 1.604 -0.158 0.660
15 H 1.061 0.144 -1.614
16 H 2.567 -0.082 -1.718
17 O 1.665 -0.245 -2.240
18 H -0.894 -3.142 2.235
19 H -0.090 -1.772 1.957
20 O -0.150 -2.619 2.519
21 H 2.065 3.130 1.075
22 H 0.995 2.513 0.186
23 O 1.258 3.428 0.638
24 H -1.388 2.856 1.758
25 H 0.159 3.154 1.697
26 O -0.637 2.787 2.185
27 H -0.010 -1.972 -2.821
28 H 0.683 -2.695 -1.818
29 O -0.123 -2.852 -2.315
30 H 2.089 1.727 -0.401
31 H 3.507 2.338 -0.922
32 O 3.108 1.651 -0.428

Output
Relative energy (zero: lowest compared OMol25 entry of this formula, charge and spin) ... 54.01 kJ/mol
HOMO ... -5.5240 eV
Multiplicity ... 1
Electronic energy ... -782.96474 Ha
Lowest unoccupied orbital energy ... 3.33 eV
Net charge ... -1



# 7
Computed, not measured: 8 unconnected molecules or ions with the total composition C3H22N2O8S2 at a distorted geometry, with ωB97M-V with the def2-TZVPD basis set.

Geometry (Å):
1 S 3.967 -0.340 1.611
2 S 2.205 -1.355 2.030
3 C 1.041 -0.945 0.755
4 C 0.588 0.544 0.631
5 C -0.440 0.615 -0.520
6 N -1.701 0.980 -0.259
7 O -0.079 0.322 -1.665
8 N 1.617 1.512 0.345
9 H 4.470 -1.321 0.885
10 H 0.132 -1.490 1.034
11 H 1.255 -1.347 -0.243
12 H 0.074 0.884 1.528
13 H -1.931 1.408 0.635
14 H -2.402 0.908 -0.979
15 H 2.170 1.855 1.104
16 H 2.131 1.335 -0.508
17 H -1.976 -2.343 -0.279
18 H -2.741 -1.218 0.520
19 O -2.592 -2.166 0.465
20 H -0.918 -4.489 2.038
21 H -1.418 -3.203 1.271
22 O -0.751 -3.921 1.288
23 H -0.417 -2.402 -2.120
24 H -0.852 -3.766 -1.472
25 O -1.148 -2.872 -1.682
26 H 0.705 3.322 2.409
27 H 0.485 4.552 1.577
28 O 0.076 4.040 2.291
29 H 1.754 1.720 -3.219
30 H 1.324 3.144 -3.058
31 O 1.773 2.564 -3.686
32 H -2.556 3.126 2.588
33 H -3.514 1.952 2.297
34 O -2.576 2.169 2.440
35 H 0.722 -1.248 -4.148
36 H 0.859 -0.899 -2.638
37 O 0.663 -1.624 -3.265

Output
HOMO (spin up / spin down) ... 0.4093 / -6.3938 eV
Multiplicity ... 2
Electronic energy ... -1635.32674 Ha
Lowest unoccupied orbital energy (spin up / spin down) ... 2.27 / 2.20 eV
Net charge ... -1



# 8
Computed, not measured: 8 unconnected molecules or ions with the total composition C3H22NO8S2 at a distorted geometry, with ωB97M-V with the def2-TZVPD basis set.

Geometry (Å):
1 N 0.666 -1.230 2.036
2 C 0.504 -0.668 0.680
3 C -0.768 -1.274 -0.007
4 O -1.726 -1.629 0.939
5 C 1.741 -0.948 -0.152
6 S 2.955 0.404 0.079
7 S 3.924 0.614 -1.707
8 H 0.222 -0.596 2.678
9 H 0.222 -2.136 2.105
10 H 0.298 0.429 0.779
11 H -1.209 -0.586 -0.756
12 H -0.528 -2.236 -0.506
13 H 1.526 -1.097 -1.210
14 H 2.237 -1.862 0.142
15 H 2.964 1.040 -2.522
16 H -0.659 0.525 -4.224
17 H -0.815 1.682 -3.171
18 O -0.334 1.415 -3.989
19 H -0.837 1.646 2.835
20 H 0.572 2.273 2.692
21 O -0.336 2.527 2.899
22 H -2.742 2.196 -1.976
23 H -1.729 2.174 -0.820
24 O -1.791 2.181 -1.829
25 H 3.937 -1.890 2.167
26 H 2.420 -2.100 2.302
27 O 3.276 -2.583 2.256
28 H -0.180 -1.673 -4.567
29 H -1.271 -1.439 -3.481
30 O -1.024 -1.244 -4.396
31 H -1.969 1.333 1.399
32 H -1.468 2.772 1.279
33 O -2.082 2.192 0.802
34 H -1.831 -0.828 1.611
35 H -2.468 0.299 3.104
36 O -1.697 0.317 2.530

Output
Relative energy (zero: lowest compared OMol25 entry of this formula, charge and spin) ... 0.00 kJ/mol
HOMO ... -6.1767 eV
Multiplicity ... 1
Electronic energy ... -1580.63913 Ha
Lowest unoccupied orbital energy ... 2.57 eV
Net charge ... -1